Record 1
{"formula": "C35H58HgN3OP2", "method": "ωB97M-V with the def2-TZVPD basis set", "charge": 1, "energy_ev": -66496.6650, "relative_energy_kcal_mol": 96.8, "largest_force_ev_per_a": 3.18, "symbols": ["H", "C", "H", "H", "H", "H", "C", "C", "H", "C", "H", "H", "C", "H", "H", "H", "H", "H", "C", "H", "H", "C", "C", "C", "C", "C", "H", "C", "H", "P", "H", "C", "C", "H", "H", "N", "H", "C", "H", "H", "C", "C", "H", "H", "H", "C", "C", "H", "H", "H", "H", "H", "C", "C", "H", "H", "H", "C", "H", "H", "H", "N", "H", "H", "H", "P", "C", "H", "C", "H", "H", "O", "H", "H", "C", "C", "C", "H", "Hg", "C", "C", "H", "H", "C", "H", "C", "H", "H", "H", "H", "H", "H", "C", "C", "N", "C", "C", "H", "H", "H"], "coordinates": [[-0.98, -5.11, 0.36], [2.53, 4.80, -0.32], [4.97, 0.47, 3.97], [-1.95, 2.00, -4.84], [0.58, 5.98, 2.21], [-3.38, 3.53, -2.58], [-2.45, 1.39, 1.12], [-1.62, -2.00, -1.14], [4.33, -2.46, -0.46], [-0.83, -4.04, 0.14], [0.14, -3.97, -0.37], [4.44, 1.76, 2.09], [-1.95, -4.43, -1.95], [-0.34, 0.27, 4.77], [-4.11, -3.38, -0.88], [-2.12, -2.86, -3.66], [3.62, -1.77, 1.83], [-3.52, -4.56, 0.31], [0.88, -1.46, -1.63], [1.80, 2.32, 3.30], [2.30, 7.60, -0.46], [1.03, 5.30, 1.48], [-1.88, 1.97, -2.64], [1.88, -1.52, -2.60], [2.45, 1.68, 3.92], [3.00, 0.50, 3.10], [-2.79, -4.23, -2.62], [-3.01, -0.85, -3.66], [-1.07, -1.29, 5.21], [-1.79, -0.13, -2.36], [-4.03, 1.99, -3.14], [-3.40, 0.00, -4.89], [3.15, -1.88, -2.16], [0.05, 2.34, -1.69], [3.28, 5.07, -1.05], [1.18, 3.05, 0.64], [-3.42, -2.61, -4.81], [2.09, 3.48, -0.25], [-1.26, -0.67, 3.56], [-0.77, -3.53, 1.10], [0.65, 3.95, 1.49], [2.38, -1.67, 0.09], [-1.21, 3.44, -4.13], [3.29, 2.30, 4.26], [1.03, -2.18, 6.04], [0.73, -1.51, 4.03], [2.46, 7.16, 0.53], [-4.73, -0.19, -2.48], [-1.32, 2.42, -0.56], [2.26, -2.84, 1.89], [-0.32, 1.91, -4.14], [2.50, 2.72, -0.92], [-1.32, 2.34, -4.02], [1.60, -1.62, 5.28], [4.10, 0.26, 1.20], [1.83, -0.64, 5.72], [-1.02, 3.75, -1.70], [3.38, -2.05, -0.80], [3.91, -2.08, -2.89], [3.53, 7.23, 0.74], [-1.81, -1.96, -5.14], [-2.21, -0.87, -0.80], [1.88, 1.36, 4.80], [3.81, -0.43, 4.94], [-2.07, -5.48, -1.66], [1.59, -0.63, 2.57], [-0.56, -0.74, 4.41], [-4.07, -0.61, -5.53], [-1.95, -3.48, -0.74], [1.21, -3.60, 3.52], [2.53, -2.17, 5.10], [-3.55, 1.24, 1.35], [-4.04, -1.72, -1.92], [-3.47, -2.79, 0.67], [4.11, -0.21, 3.91], [-3.32, 2.44, -2.44], [-3.34, -3.55, -0.11], [-2.53, 0.23, -5.51], [-0.38, 0.12, 1.11], [-4.26, -1.13, -2.81], [-0.54, -1.74, -2.03], [-3.95, 0.91, -4.65], [1.92, 7.77, 1.26], [3.64, 1.05, 1.81], [-0.57, -2.29, -2.96], [-1.00, 2.64, -1.59], [4.46, -1.13, 3.44], [1.61, -1.33, -3.63], [-4.98, -1.69, -3.42], [-0.35, -3.36, 4.33], [-0.18, -2.93, 2.63], [-0.11, 3.58, 2.19], [0.34, -2.93, 3.59], [2.57, -1.83, 1.57], [1.19, -1.22, -0.35], [-2.55, -2.15, -4.35], [1.99, 5.74, 0.57], [2.90, 1.58, 1.21], [-1.02, -4.40, -2.51], [-3.67, 2.23, -1.42]], "lowdin_charge": [0.103, -0.011, 0.096, 0.049, 0.117, 0.096, -0.219, -0.404, 0.119, -0.036, 0.092, 0.103, -0.059, 0.080, 0.076, 0.016, 0.071, 0.098, -0.285, 0.057, 0.091, -0.014, -0.587, -0.016, -0.080, -0.681, 0.078, -0.600, 0.095, 1.214, 0.051, -0.099, -0.045, 0.056, 0.116, 0.007, 0.099, -0.160, 0.029, 0.044, -0.151, -0.343, 0.099, 0.099, 0.097, -0.685, -0.044, 0.085, -0.007, 0.088, 0.079, 0.113, -0.094, -0.097, 0.078, 0.073, 0.103, -0.037, 0.111, 0.091, 0.100, -0.076, 0.069, 0.063, 0.102, 1.031, -0.119, 0.100, -0.497, 0.087, 0.085, 0.059, 0.039, 0.086, -0.084, -0.098, -0.041, 0.078, 0.888, -0.090, -0.242, 0.063, 0.080, -0.089, 0.082, -0.150, 0.074, 0.119, 0.097, 0.102, 0.040, 0.106, -0.099, -0.258, 0.039, -0.091, -0.268, 0.039, 0.091, 0.069]}

Record 2
{"formula": "C4H16O4", "method": "ωB97M-V with the def2-TZVPD basis set", "charge": -1, "energy_ev": -12594.5136, "relative_energy_kcal_mol": 42.6, "spin_multiplicity": 2, "s_squared": 0.75, "largest_force_ev_per_a": 2.22, "symbols": ["C", "H", "C", "O", "C", "H", "H", "O", "H", "H", "H", "H", "O", "H", "H", "H", "H", "H", "H", "O", "C", "H", "H", "H"], "coordinates": [[0.08, -1.16, -3.53], [1.24, 3.12, 0.79], [-0.52, 3.61, 0.18], [1.19, -0.47, -2.92], [1.19, -2.57, 2.79], [1.37, -3.30, 3.59], [1.61, -2.97, 1.87], [-0.33, 0.18, 1.14], [0.40, -2.12, -3.92], [-0.26, -1.38, 2.08], [-0.32, -0.62, -4.38], [-1.43, -1.33, 0.16], [0.45, 2.68, 0.47], [-0.68, -1.41, -2.79], [1.75, -1.67, 3.03], [-2.25, 0.24, 0.53], [1.60, -0.98, -2.22], [-1.35, 3.08, -0.29], [-0.08, 4.29, -0.55], [-0.20, -2.19, 2.59], [-1.33, -0.25, 0.22], [-1.13, 0.08, -0.80], [-0.92, 4.07, 1.09], [-0.08, 1.06, 0.85]], "mulliken_spin": [0.273, 0.611, 1.652, -0.067, 0.250, -0.025, -0.034, 0.376, -0.052, 0.071, 0.001, -0.039, -1.961, -0.002, -0.016, -0.079, 0.013, 0.206, -0.256, -0.001, 0.342, -0.059, -0.576, 0.375]}

Record 3
{"formula": "CH3N2O4", "method": "ωB97M-V with the def2-TZVPD basis set", "charge": -1, "energy_ev": -12251.0296, "relative_energy_kcal_mol": 87.9, "largest_force_ev_per_a": 3.52, "symbols": ["O", "C", "O", "H", "N", "H", "O", "N", "O", "H"], "coordinates": [[-0.06, -0.91, 1.09], [-0.79, -1.02, -0.15], [1.59, 1.44, 0.11], [-0.39, -2.00, -0.62], [0.08, 0.33, 1.71], [-1.81, -1.13, 0.10], [-0.85, 1.11, 1.52], [1.72, 1.41, -1.14], [0.83, 0.91, -1.87], [-0.30, -0.15, -0.75]], "nbo_charge": [-0.411, -0.359, -0.559, 0.173, 0.406, 0.167, -0.369, 0.243, -0.570, 0.278]}

Record 4
{"formula": "CH5O4", "method": "ωB97M-V with the def2-TZVPD basis set", "charge": -1, "energy_ev": -9310.1183, "relative_energy_kcal_mol": 8.9, "largest_force_ev_per_a": 1.24, "symbols": ["H", "H", "H", "O", "O", "H", "H", "O", "O", "C"], "coordinates": [[2.41, -0.63, 1.47], [0.04, -0.59, -0.36], [-2.13, 2.00, -0.66], [2.82, 0.01, 0.86], [-2.36, 0.06, -0.77], [-0.91, -1.52, 0.44], [2.04, 0.10, 0.28], [-0.32, 1.03, -0.64], [0.00, -1.48, 0.08], [-1.58, 1.03, -0.71]], "nbo_charge": [0.468, 0.495, 0.011, -0.962, -0.774, 0.474, 0.493, -0.803, -1.032, 0.630]}

Among the records above, which one has the highest charge? C35H58HgN3OP2

What is the charge in the first record? +1